{
  "formula": "C4H9NO2",
  "method": "ωB97M-V with the def2-TZVPD basis set",
  "largest_force_ev_per_a": 2.9,
  "homo_energy_ha": -0.3300,
  "smiles": "C[C@@H](O)[C@H](N)C=O",
  "e_above_lowest_kj_mol": 262.7,
  "total_energy_ha": -362.985490,
  "symbols": ["C", "C", "O", "C", "N", "C", "O", "H", "H", "H", "H", "H", "H", "H", "H", "H"],
  "xyz": [[0.544388, -1.445243, -1.192283], [0.636453, -0.053516, -0.440439], [0.472504, 0.990476, -1.396075], [-0.386614, 0.073954, 0.678883], [-1.551208, 0.990572, 0.347795], [0.111026, 0.650143, 2.076973], [0.704416, 1.687956, 2.105707], [0.388077, -2.267747, -0.443499], [-0.247537, -1.487049, -1.961539], [1.587556, -1.485511, -1.501770], [1.644996, 0.169955, -0.062538], [1.251511, 1.130403, -1.937931], [-0.879914, -0.823440, 1.035097], [-1.448751, 1.181085, -0.661165], [-2.438514, 0.496714, 0.395937], [-0.388390, 0.191246, 2.956850]],
  "atomic_forces_ev_per_a": [[0.6264, 0.6506, 2.0546], [0.0774, -0.4518, -0.7756], [-1.0956, 0.4100, -0.1497], [-1.6598, 1.1224, 2.0315], [0.7073, -0.4455, -1.2082], [-0.9351, 0.8822, -2.2331], [0.6583, -0.2612, 0.7174], [0.1266, 0.6732, -0.7116], [0.6968, 0.2430, 0.2845], [-0.2970, -0.8412, -1.0470], [-0.2059, -0.9205, 0.4746], [0.1586, -0.2627, 0.2140], [0.4644, -0.9842, -0.7483], [-0.0024, 0.3995, 0.7093], [0.2676, -0.1713, 0.2796], [0.4122, -0.0426, 0.1081]],
  "lowdin_charge": [-0.03, -0.38, -0.06, -0.29, 0.05, -0.21, 0.06, 0.08, 0.09, 0.07, 0.14, 0.10, 0.11, 0.07, 0.07, 0.12]
}

---

{
  "formula": "C3H11N2",
  "method": "ωB97M-V with the def2-TZVPD basis set",
  "largest_force_ev_per_a": 4.8,
  "homo_energy_ha": -0.4758,
  "e_above_lowest_kj_mol": 188.1,
  "total_energy_ha": -230.110750,
  "total_charge": 1,
  "symbols": ["C", "N", "H", "H", "H", "H", "H", "H", "C", "C", "N", "H", "H", "H", "H", "H"],
  "xyz": [[-2.307594, 1.032162, -0.438398], [-1.191456, 1.231916, 0.594782], [-3.277294, 1.047355, 0.067240], [-2.309612, 1.989117, -1.149134], [-2.212221, 0.143308, -1.045169], [-1.269517, 0.676032, 1.472250], [-1.121912, 2.275579, 0.905155], [-0.286191, 0.917796, 0.018772], [1.275571, -1.874873, 0.711962], [1.402889, -1.271862, -0.467094], [1.328664, 0.233282, -0.447374], [1.106838, -1.324216, 1.591253], [1.526498, -2.908295, 1.022843], [1.482307, -1.745734, -1.515069], [1.303615, 0.628102, -1.435828], [1.871837, 0.732006, 0.197013]],
  "atomic_forces_ev_per_a": [[-0.7468, 3.0419, -0.4163], [0.5235, 1.1663, -0.8285], [0.2556, -0.1451, -0.0710], [0.2219, -2.1861, 1.5412], [0.4759, -0.2425, 0.2504], [-0.0757, 0.2129, -1.0035], [-0.1341, -2.3760, -0.8609], [-0.2707, 0.2227, 1.5191], [0.9812, -1.5159, -0.4594], [-0.1594, 1.2638, -0.4315], [-2.5425, -1.7204, -3.6924], [-0.1630, 1.1832, 0.8923], [-0.5237, 0.4371, -1.1834], [0.1282, 0.8128, 2.0345], [0.6744, -0.5584, 2.0356], [1.3552, 0.4037, 0.6738]],
  "lowdin_charge": [-0.04, 0.07, 0.09, 0.14, 0.08, 0.16, 0.20, 0.11, -0.01, -0.20, -0.03, 0.03, 0.08, 0.13, 0.12, 0.06]
}

---

{
  "formula": "C34H26Cl2N5O3SW",
  "method": "ωB97M-V with the def2-TZVPD basis set",
  "largest_force_ev_per_a": 2.4,
  "homo_energy_ha": -0.5995,
  "e_above_lowest_kj_mol": 109.6,
  "total_energy_ha": -3195.607117,
  "total_charge": 3,
  "symbols": ["W", "C", "N", "C", "C", "C", "C", "C", "C", "N", "C", "C", "C", "C", "C", "C", "N", "C", "C", "C", "C", "C", "N", "H", "H", "H", "H", "H", "H", "H", "H", "H", "H", "H", "H", "H", "H", "H", "H", "H", "H", "Cl", "C", "C", "C", "Cl", "C", "C", "C", "C", "N", "C", "C", "O", "H", "H", "H", "H", "O", "C", "O", "C", "C", "C", "C", "C", "C", "S", "H", "H", "H", "H"],
  "xyz": [[0.126111, 0.031675, 0.364184], [-3.201128, -0.346915, 1.013898], [-2.348952, 0.683834, 0.370558], [-2.448653, 1.953072, 1.115004], [-1.620492, 1.828482, 2.356745], [-1.936884, 2.477298, 3.529898], [-1.148304, 2.276230, 4.655966], [-0.088442, 1.387355, 4.579267], [0.176814, 0.775217, 3.374319], [-0.553977, 1.005565, 2.263243], [-2.742156, 0.803516, -1.045752], [-2.251117, -0.433004, -1.747196], [-2.791674, -0.883904, -2.936874], [-2.375958, -2.104081, -3.447399], [-1.481659, -2.868305, -2.707014], [-0.968913, -2.345412, -1.541105], [-1.305395, -1.125418, -1.083122], [-2.459845, -1.350434, 1.847407], [-3.174654, -2.180509, 2.693770], [-2.513623, -3.176022, 3.393381], [-1.138933, -3.286852, 3.236346], [-0.490886, -2.410115, 2.395763], [-1.136407, -1.461594, 1.685919], [-3.724403, -0.910298, 0.238772], [-3.972780, 0.130259, 1.619513], [-3.481757, 2.183340, 1.382728], [-2.078931, 2.770341, 0.498623], [-2.798315, 3.130465, 3.570412], [-1.376143, 2.784343, 5.583469], [0.534902, 1.183547, 5.437721], [0.983603, 0.062135, 3.289155], [-2.313337, 1.704364, -1.481707], [-3.827604, 0.880288, -1.149720], [-3.542747, -0.300208, -3.453365], [-2.773162, -2.476312, -4.382594], [-1.187159, -3.858004, -3.026889], [-0.280624, -2.921395, -0.938817], [-4.245776, -2.055911, 2.785924], [-3.059081, -3.852299, 4.037847], [-0.575674, -4.046270, 3.759736], [0.579908, -2.468535, 2.269077], [2.965864, -3.844829, 1.271989], [2.872920, -3.116006, -0.272635], [3.626568, -3.619603, -1.345616], [3.527773, -3.081216, -2.604970], [4.380459, -3.782267, -3.904581], [2.693933, -1.945801, -2.836034], [2.487687, -1.318289, -4.076030], [1.626792, -0.246954, -4.146863], [0.986480, 0.207750, -2.994388], [1.147983, -0.357650, -1.808113], [1.985322, -1.429142, -1.736053], [2.038741, -2.041550, -0.478011], [1.159387, -1.537048, 0.416313], [4.274457, -4.469683, -1.177351], [3.003298, -1.681527, -4.955294], [1.436882, 0.248658, -5.088047], [0.329517, 1.068171, -3.034528], [2.305775, 2.257250, 2.500559], [2.151337, 2.068321, 1.337111], [1.701932, 0.842584, 0.868748], [2.392886, 3.021806, 0.250383], [3.483999, 3.880574, 0.301842], [3.712673, 4.763682, -0.742306], [2.836025, 4.808628, -1.817149], [1.715515, 3.988321, -1.854626], [1.502098, 3.084743, -0.825825], [-0.049780, 2.203077, -0.815451], [4.139206, 3.841924, 1.162400], [4.564598, 5.428429, -0.709651], [3.016340, 5.496519, -2.632153], [0.997523, 4.071588, -2.660742]],
  "atomic_forces_ev_per_a": [[-2.1452, 0.3308, -1.0075], [0.0628, -0.3705, 0.0627], [0.8068, 0.0564, -0.0612], [-0.0588, 0.2724, 0.1698], [-0.0481, -0.1041, -0.2810], [0.0432, 0.0285, 0.1180], [-0.0266, -0.0367, -0.0695], [-0.0275, 0.0447, -0.0056], [-0.0287, -0.0771, 0.0190], [0.5638, 0.0271, 0.2164], [-0.0393, 0.0560, -0.2639], [-0.0357, 0.0031, 0.1517], [-0.0212, -0.0381, -0.0731], [0.0230, -0.0159, 0.0656], [-0.0269, 0.0062, 0.0082], [-0.0179, -0.1160, 0.0304], [0.2904, 0.2262, -0.1992], [-0.0820, 0.2068, -0.1091], [0.0426, -0.0524, 0.0197], [0.0272, 0.0479, -0.0979], [-0.1148, -0.0136, 0.0636], [0.1860, -0.0428, -0.0376], [0.4777, 0.0854, -0.1824], [-0.0019, 0.0615, -0.0286], [0.0186, 0.0548, -0.0224], [-0.0446, -0.0631, -0.0904], [-0.0348, -0.0230, -0.0051], [-0.0117, -0.0093, -0.0510], [-0.0050, 0.0116, -0.0012], [0.0243, -0.0582, -0.0245], [0.1130, 0.0722, -0.0263], [-0.0674, 0.0106, 0.0466], [-0.0162, 0.0272, 0.0594], [-0.0145, 0.0362, 0.0612], [-0.0246, 0.0202, -0.0004], [0.0016, -0.0004, 0.0083], [0.0555, 0.0634, -0.0013], [-0.0010, 0.0177, -0.0111], [0.0088, 0.0179, 0.0322], [0.0526, 0.0409, 0.0031], [-0.0400, -0.0364, 0.0034], [0.0025, -0.0283, -0.0169], [-0.3597, 0.2484, 0.2787], [0.1865, -0.1498, -0.2680], [-0.0866, 0.0474, 0.2654], [0.0511, 0.0222, -0.0040], [-0.0564, 0.0573, 0.1059], [-0.0538, 0.1195, -0.0085], [0.1075, -0.1846, -0.1309], [-0.1027, 0.1914, 0.2352], [0.2495, -0.0996, 0.4325], [0.0416, 0.0051, 0.0459], [0.4843, -0.0974, -0.5040], [-0.4364, 0.0819, 0.3950], [-0.0135, 0.0042, 0.0281], [-0.0106, 0.0130, -0.0161], [0.0131, 0.0474, 0.0231], [-0.0022, -0.0262, -0.0288], [0.0527, -0.4395, -0.2341], [0.3892, 1.1763, 0.3702], [-0.0413, -0.6627, 0.2440], [-0.0677, -0.0118, -0.3635], [-0.1242, -0.1230, 0.1888], [-0.0559, 0.0703, -0.0817], [0.0782, 0.0758, 0.0292], [-0.1725, -0.1237, -0.0577], [0.0564, -0.3790, 0.0805], [-0.0944, -0.6009, 0.5896], [0.0428, 0.0068, -0.0348], [0.0263, -0.0320, -0.0173], [-0.0252, 0.0272, 0.0170], [0.0578, -0.0037, -0.0517]],
  "lowdin_charge": [1.87, -0.07, -0.22, -0.14, -0.23, 0.04, 0.03, 0.01, -0.10, -0.04, -0.14, -0.25, 0.03, 0.02, 0.01, -0.08, -0.02, -0.23, 0.03, 0.02, 0.01, -0.09, 0.00, 0.15, 0.15, 0.15, 0.09, 0.14, 0.14, 0.14, 0.13, 0.08, 0.16, 0.14, 0.14, 0.13, 0.13, 0.14, 0.14, 0.13, 0.09, 0.82, -0.55, -0.07, -0.57, 0.83, -0.14, 0.05, 0.01, -0.11, 0.01, -0.16, -0.32, -0.28, 0.13, 0.12, 0.13, 0.08, 0.20, -0.45, -0.24, -0.16, 0.03, -0.01, -0.02, -0.08, -0.48, 0.87, 0.14, 0.13, 0.13, 0.12]
}